1.
{
  "formula": "C57H55ClO2",
  "method": "the ωB97M-V functional and the def2-TZVPD basis",
  "spin_multiplicity": 1,
  "e_homo_ev": -8.82,
  "orbital_gap_ev": 7.885,
  "smiles": "C=Cc1cc(C[C@@H](C)Cl)c2c(c1)C(=O)C=CC2=O.c1ccccc1.c1ccccc1.c1ccccc1.c1ccccc1.c1ccccc1.c1ccccc1.c1ccccc1",
  "elements": ["C", "C", "C", "C", "C", "C", "C", "C", "Cl", "C", "C", "C", "C", "O", "C", "C", "C", "O", "H", "H", "H", "H", "H", "H", "H", "H", "H", "H", "H", "H", "H", "C", "C", "C", "C", "C", "C", "H", "H", "H", "H", "H", "H", "C", "C", "C", "C", "C", "C", "H", "H", "H", "H", "H", "H", "C", "C", "C", "C", "C", "C", "H", "H", "H", "H", "H", "H", "C", "C", "C", "C", "C", "C", "H", "H", "H", "H", "H", "H", "C", "C", "C", "C", "C", "C", "H", "H", "H", "H", "H", "H", "C", "C", "C", "C", "C", "C", "H", "H", "H", "H", "H", "H", "C", "C", "C", "C", "C", "C", "H", "H", "H", "H", "H", "H"],
  "xyz": [[-3.01289, -5.97545, 1.57599], [-3.15643, -5.07045, 0.58038], [-3.28634, -3.63267, 0.95422], [-2.15652, -3.00403, 1.45745], [-2.16731, -1.66078, 1.86132], [-0.89768, -1.03427, 2.38152], [0.07528, -0.61912, 1.28213], [1.33264, 0.04777, 1.87277], [0.61173, -2.06085, 0.32554], [-3.37405, -0.96796, 1.76382], [-4.51083, -1.60068, 1.24377], [-4.48662, -2.92494, 0.83428], [-5.78359, -0.82015, 1.15948], [-6.55598, -0.97290, 0.24823], [-5.97383, 0.16690, 2.25326], [-4.89314, 0.77231, 2.73591], [-3.54314, 0.45124, 2.19566], [-2.67344, 1.28296, 2.11597], [-2.23721, -6.73264, 1.59800], [-3.68806, -5.87826, 2.42120], [-3.23082, -5.36104, -0.46292], [-1.24641, -3.57554, 1.54454], [-0.38566, -1.78120, 2.99325], [-1.08989, -0.15321, 2.98185], [-0.38949, 0.05631, 0.57088], [1.09772, 0.34740, 2.89326], [1.61156, 0.92935, 1.30464], [2.14568, -0.66956, 1.89680], [-5.39157, -3.36729, 0.44377], [-6.96957, 0.34611, 2.63109], [-4.99717, 1.48753, 3.54050], [-9.86490, -6.66261, 0.53561], [-9.36159, -6.34320, -0.71792], [-8.68314, -5.14751, -0.90991], [-8.51098, -4.26888, 0.15099], [-9.02128, -4.58530, 1.40264], [-9.69695, -5.78236, 1.59564], [-10.38890, -7.59771, 0.68649], [-9.49789, -7.02708, -1.54591], [-8.28811, -4.89946, -1.88676], [-7.98040, -3.33568, 0.00157], [-8.89175, -3.89773, 2.22904], [-10.09321, -6.02960, 2.57224], [4.52480, 1.05552, -1.33607], [3.13629, 1.07342, -1.35252], [2.45789, 2.24500, -1.65819], [3.16838, 3.40229, -1.94512], [4.55638, 3.38768, -1.92145], [5.23500, 2.21451, -1.61823], [5.05230, 0.13857, -1.10287], [2.58178, 0.16958, -1.12655], [1.37508, 2.25624, -1.67426], [2.64001, 4.31596, -2.18737], [5.11053, 4.29222, -2.14090], [6.31737, 2.20308, -1.60205], [1.98383, 7.63020, -0.96766], [1.55374, 8.83412, -1.50909], [2.39155, 9.55847, -2.34591], [3.66184, 9.08110, -2.63900], [4.09481, 7.88141, -2.09163], [3.25531, 7.15534, -1.25722], [1.32925, 7.06218, -0.31929], [0.56404, 9.20816, -1.27831], [2.05469, 10.49571, -2.76998], [4.31436, 9.64474, -3.29332], [5.08740, 7.51138, -2.31601], [3.59195, 6.21818, -0.83106], [0.69245, -8.06857, -0.43747], [0.51049, -6.81371, -1.00275], [0.71244, -5.67284, -0.23822], [1.09351, -5.78542, 1.09153], [1.26783, -7.04044, 1.65908], [1.06849, -8.18192, 0.89431], [0.54049, -8.95864, -1.03450], [0.21084, -6.72472, -2.03923], [0.57247, -4.69371, -0.67865], [1.25381, -4.89333, 1.68489], [1.56038, -7.12898, 2.69762], [1.20652, -9.16051, 1.33602], [1.84595, 7.28397, 4.71788], [0.79528, 8.11233, 4.34875], [0.82326, 8.76501, 3.12362], [1.90380, 8.59177, 2.26957], [2.95806, 7.76968, 2.64213], [2.92879, 7.11455, 3.86543], [1.82149, 6.77040, 5.67051], [-0.04630, 8.24888, 5.01590], [0.00220, 9.40865, 2.83411], [1.92567, 9.09794, 1.31457], [3.80238, 7.63963, 1.97663], [3.75014, 6.47162, 4.15527], [1.62144, 1.86809, -5.35689], [1.06916, 0.80998, -4.64868], [-0.27020, 0.48569, -4.81400], [-1.05960, 1.22264, -5.68684], [-0.50956, 2.28556, -6.38966], [0.83116, 2.60765, -6.22570], [2.66761, 2.11636, -5.22952], [1.68457, 0.23816, -3.96586], [-0.69942, -0.34120, -4.26225], [-2.10380, 0.96903, -5.81808], [-1.12602, 2.86372, -7.06615], [1.26017, 3.43589, -6.77515], [6.73055, -4.33824, -0.19226], [5.39698, -4.05722, -0.45501], [4.74236, -3.06615, 0.26317], [5.42016, -2.35840, 1.24659], [6.75185, -2.64474, 1.51456], [7.40731, -3.63372, 0.79423], [7.24290, -5.10723, -0.75605], [4.86694, -4.61046, -1.21977], [3.70303, -2.84424, 0.05670], [4.91000, -1.58314, 1.80499], [7.27926, -2.09649, 2.28477], [8.44623, -3.85598, 1.00167]],
  "forces_ev_per_angstrom": [[-0.02, 0.44, -0.37], [-0.18, -0.24, 0.67], [-1.48, -0.38, -0.31], [-0.24, 0.29, 0.27], [-0.14, -0.01, -0.18], [0.07, -0.65, -0.36], [0.57, 0.38, 0.21], [-0.64, -0.20, 0.09], [-0.01, 0.13, -0.24], [0.03, -0.10, -0.14], [-0.08, -0.17, 0.10], [0.47, 0.70, -0.03], [0.47, -0.13, 0.03], [-0.62, -0.14, -0.08], [0.21, -0.14, 0.02], [-0.50, -0.05, 0.29], [-0.17, -0.36, -0.02], [0.34, 0.33, 0.15], [-0.95, -1.04, -0.69], [1.09, 0.69, 0.86], [1.37, 0.21, -0.22], [0.04, -0.09, 0.06], [0.05, 0.08, 0.14], [-0.09, 0.06, 0.07], [-0.23, -0.13, -0.07], [0.17, 0.15, 0.06], [0.18, -0.01, -0.07], [0.20, 0.08, 0.06], [0.02, -0.15, -0.05], [-0.12, 0.18, -0.17], [0.29, 0.26, -0.12], [-0.01, 0.01, 0.00], [0.01, -0.01, 0.00], [0.01, -0.02, 0.01], [0.05, 0.06, -0.01], [0.01, -0.01, 0.00], [0.00, 0.00, 0.00], [-0.01, 0.00, 0.00], [0.01, 0.00, 0.00], [0.00, 0.01, 0.00], [-0.04, 0.02, -0.01], [0.00, 0.00, 0.00], [0.00, 0.00, 0.00], [0.02, -0.02, 0.01], [-0.02, -0.06, 0.02], [-0.01, 0.00, 0.04], [-0.02, 0.04, 0.01], [0.00, 0.00, 0.00], [-0.01, 0.01, 0.00], [-0.01, 0.00, 0.01], [0.01, -0.01, -0.01], [0.00, 0.00, -0.03], [0.00, 0.00, -0.01], [0.00, 0.00, -0.01], [0.00, 0.00, 0.00], [-0.02, -0.04, -0.07], [-0.01, -0.01, -0.03], [0.01, 0.00, 0.01], [0.00, 0.00, 0.00], [0.00, 0.00, 0.00], [0.02, -0.02, 0.01], [0.01, 0.01, 0.02], [-0.01, -0.01, -0.01], [0.00, 0.00, 0.00], [0.00, 0.00, 0.00], [0.00, 0.00, 0.00], [0.00, 0.00, 0.01], [-0.02, 0.00, 0.01], [0.00, -0.01, 0.00], [0.00, 0.03, -0.01], [-0.02, 0.02, 0.02], [-0.01, 0.00, 0.01], [-0.01, 0.00, 0.00], [-0.01, 0.00, 0.00], [0.01, 0.00, 0.00], [-0.02, -0.01, -0.01], [0.01, 0.01, -0.01], [0.01, 0.00, 0.00], [0.00, 0.00, 0.00], [0.01, 0.01, 0.00], [-0.02, -0.01, 0.00], [0.02, -0.02, 0.02], [-0.02, 0.06, 0.07], [0.02, -0.02, 0.00], [-0.01, 0.00, 0.00], [0.00, 0.01, 0.00], [0.00, -0.01, 0.00], [0.00, 0.01, 0.00], [0.02, 0.02, 0.01], [-0.01, 0.00, -0.02], [0.00, 0.00, 0.00], [0.01, 0.02, -0.01], [0.00, -0.05, 0.02], [0.00, 0.01, -0.01], [0.00, 0.01, 0.01], [0.00, 0.00, 0.00], [0.00, -0.01, 0.01], [0.00, 0.01, 0.03], [0.01, 0.01, 0.00], [0.00, 0.00, 0.00], [0.00, 0.01, 0.00], [0.00, 0.00, 0.00], [0.00, 0.00, 0.00], [0.00, 0.00, 0.01], [0.01, 0.00, -0.02], [-0.03, 0.03, 0.00], [-0.01, 0.00, 0.00], [0.01, 0.02, 0.00], [0.00, 0.00, -0.01], [0.00, -0.01, 0.01], [-0.01, 0.00, 0.00], [-0.04, 0.00, 0.00], [0.00, 0.00, 0.00], [0.00, 0.00, 0.00], [0.00, 0.00, 0.00]]
}

2.
{
  "formula": "C57H59As2BrNO4P2Si2V",
  "method": "the ωB97M-V functional and the def2-TZVPD basis",
  "spin_multiplicity": 3,
  "e_homo_ev": [-7.21, -7.35],
  "orbital_gap_ev": [6.844, 7.405],
  "s_squared": 2.055,
  "elements": ["V", "O", "C", "O", "C", "C", "C", "C", "C", "C", "P", "C", "C", "C", "C", "C", "C", "C", "C", "C", "C", "C", "C", "H", "H", "H", "H", "H", "H", "H", "H", "H", "H", "H", "H", "H", "H", "Br", "C", "C", "N", "C", "C", "C", "C", "O", "O", "H", "H", "H", "C", "Si", "C", "C", "As", "Si", "C", "C", "C", "H", "H", "H", "H", "H", "H", "H", "H", "H", "H", "H", "H", "H", "H", "H", "H", "H", "H", "C", "C", "As", "C", "C", "C", "C", "C", "C", "C", "C", "C", "C", "C", "C", "P", "C", "C", "C", "C", "C", "C", "C", "C", "C", "C", "C", "C", "H", "H", "H", "H", "H", "H", "H", "H", "H", "H", "H", "H", "H", "H", "H", "H", "H", "H", "H", "H", "H", "H", "H", "H"],
  "xyz": [[0.39068, 1.32377, -0.33057], [2.92149, 1.04536, -2.06047], [2.20622, 2.01018, -1.84343], [0.91877, 2.02123, -2.06731], [2.77923, 3.24830, -1.19634], [4.14254, 3.46726, -1.37277], [4.75022, 4.58660, -0.83381], [3.99733, 5.48942, -0.09566], [2.64760, 5.26240, 0.10941], [2.02165, 4.14203, -0.42924], [0.22619, 3.84978, -0.15749], [-0.42245, 5.01022, -1.40723], [-0.54037, 6.37264, -1.13439], [-0.93310, 7.25324, -2.12853], [-1.19959, 6.78615, -3.40767], [-1.06785, 5.43557, -3.68769], [-0.68405, 4.54955, -2.69284], [-0.13337, 4.62035, 1.44484], [-1.35179, 5.26063, 1.66492], [-1.69874, 5.68914, 2.93508], [-0.83672, 5.47427, 3.99977], [0.36936, 4.82141, 3.79034], [0.72118, 4.39299, 2.52076], [4.70644, 2.74355, -1.94501], [5.80744, 4.75665, -0.98563], [4.46393, 6.36850, 0.32772], [2.07396, 5.96137, 0.70578], [-0.32062, 6.75406, -0.14603], [-1.02769, 8.30706, -1.90283], [-1.50351, 7.47522, -4.18421], [-1.26902, 5.06219, -4.68406], [-0.57423, 3.50115, -2.91610], [-2.03897, 5.42169, 0.84555], [-2.65003, 6.18088, 3.09318], [-1.10732, 5.80708, 4.99231], [1.03795, 4.62905, 4.61847], [1.64164, 3.84406, 2.38581], [-2.21841, -3.29605, 3.23362], [-0.83752, -2.11993, 3.76574], [-0.15425, -2.36655, 4.95052], [0.85630, -1.61501, 5.37004], [1.22848, -0.59750, 4.60267], [0.59380, -0.26650, 3.40494], [-0.48183, -1.03705, 2.98253], [1.10701, 0.89851, 2.61714], [2.05393, 1.55683, 3.00603], [0.50065, 1.07911, 1.47682], [-0.43953, -3.20378, 5.57751], [2.06577, -0.00121, 4.93830], [-1.01387, -0.79268, 2.07318], [-4.30292, 3.16112, 0.93881], [-3.30694, 1.59445, 1.30667], [-4.55987, 0.23420, 1.67858], [-2.33086, 1.92205, 2.88872], [-2.00722, 0.76449, -0.49575], [-3.19765, 1.53799, -2.38206], [-3.98616, 3.25314, -2.41740], [-4.63266, 0.31592, -2.53094], [-2.10384, 1.38811, -3.91563], [-4.57003, 3.62605, 1.88955], [-5.22601, 2.91906, 0.41372], [-3.76743, 3.89768, 0.34508], [-5.02827, 0.39100, 2.65127], [-4.09527, -0.75064, 1.67977], [-5.35050, 0.22154, 0.92714], [-2.90757, 2.62010, 3.49715], [-1.35032, 2.36432, 2.72126], [-2.19728, 1.00968, 3.47169], [-4.88404, 3.30937, -1.80727], [-4.27752, 3.42184, -3.45736], [-3.32484, 4.06115, -2.12804], [-5.09796, 0.13485, -1.56005], [-4.27478, -0.64606, -2.90036], [-5.40344, 0.68122, -3.21100], [-2.07794, 2.33199, -4.46010], [-2.51416, 0.63563, -4.58487], [-1.08037, 1.10094, -3.69012], [0.15504, -2.45038, 0.06583], [0.10511, -3.92144, -0.32911], [1.64629, -5.08744, 0.09686], [0.73306, -6.75592, -0.38132], [1.43924, -7.64990, -1.18036], [0.85930, -8.83602, -1.61113], [-0.43993, -9.14241, -1.24465], [-1.15677, -8.26069, -0.44787], [-0.57511, -7.07702, -0.02263], [1.50896, -5.08971, 2.04838], [0.91639, -6.08852, 2.81252], [0.98212, -6.04587, 4.19929], [1.64317, -5.00823, 4.83849], [2.24516, -4.01066, 4.08538], [2.18116, -4.05576, 2.70072], [1.00139, -1.16325, -0.96378], [2.74320, -1.68709, -0.92780], [3.38378, -2.40599, -1.92582], [4.70986, -2.78048, -1.77343], [5.40125, -2.45371, -0.61889], [4.76751, -1.73544, 0.38607], [3.44840, -1.34445, 0.22511], [0.42237, -1.45118, -2.66309], [-0.83098, -2.01311, -2.90799], [-1.25255, -2.24606, -4.20732], [-0.43939, -1.89975, -5.27613], [0.78492, -1.29311, -5.04102], [1.21206, -1.06282, -3.74316], [0.60972, -2.34906, 1.05858], [-0.87363, -2.08915, 0.17638], [-0.04099, -4.06589, -1.40023], [-0.76333, -4.36007, 0.16547], [2.45790, -7.41580, -1.47005], [1.42367, -9.51717, -2.23429], [-0.89661, -10.06467, -1.57888], [-2.17205, -8.49624, -0.15619], [-1.15279, -6.40396, 0.60002], [0.41610, -6.92008, 2.33370], [0.51918, -6.83280, 4.78023], [1.69606, -4.97944, 5.91835], [2.77371, -3.20055, 4.57719], [2.68386, -3.29122, 2.11961], [2.84880, -2.69388, -2.82144], [5.19708, -3.34817, -2.55427], [6.43481, -2.75227, -0.50127], [5.30144, -1.47010, 1.28945], [2.96739, -0.75691, 1.00069], [-1.48565, -2.27757, -2.08538], [-2.21900, -2.69949, -4.38096], [-0.76778, -2.08498, -6.29009], [1.41238, -0.99362, -5.86989], [2.16563, -0.58485, -3.56196]],
  "forces_ev_per_angstrom": [[-1.02, -0.31, -0.86], [0.11, 0.19, -0.07], [0.78, 0.05, -0.24], [-0.03, 0.06, 0.10], [0.16, -0.01, -0.07], [0.04, 0.06, 0.01], [0.00, -0.03, -0.01], [0.00, -0.01, 0.00], [0.03, 0.03, 0.05], [-0.04, 0.01, -0.03], [0.25, 0.06, 0.04], [-0.12, -0.06, 0.04], [0.05, 0.02, -0.02], [-0.01, 0.02, 0.01], [0.01, -0.01, -0.03], [-0.04, -0.01, -0.06], [-0.09, 0.01, 0.00], [-0.07, -0.02, -0.03], [0.00, -0.08, 0.00], [-0.05, 0.01, 0.05], [0.02, 0.00, 0.01], [0.00, 0.02, 0.05], [-0.08, -0.04, 0.03], [0.00, -0.01, 0.00], [0.02, 0.00, -0.01], [0.01, 0.03, 0.01], [0.02, -0.01, -0.01], [0.00, 0.01, -0.02], [0.00, 0.02, 0.00], [-0.01, 0.02, -0.01], [0.00, 0.01, 0.00], [0.00, -0.10, -0.03], [-0.02, -0.01, -0.02], [0.00, 0.02, 0.00], [-0.02, 0.01, 0.04], [0.01, 0.00, 0.02], [0.08, -0.03, -0.03], [0.00, 0.07, -0.05], [0.11, 0.05, 0.09], [-0.24, 0.02, -0.02], [-0.07, 0.09, 0.05], [-0.16, 0.05, -0.18], [0.00, 0.00, 0.33], [0.05, -0.08, 0.15], [0.47, -0.12, -0.05], [-0.23, -0.04, -0.09], [0.29, 0.08, 1.06], [-0.01, 0.02, -0.04], [0.04, 0.05, 0.01], [-0.01, 0.00, -0.05], [0.13, -0.15, 0.02], [-0.07, 0.02, 0.04], [0.06, 0.12, -0.07], [0.03, -0.09, -0.17], [-0.59, 0.11, 0.04], [-0.11, -0.17, -0.11], [0.05, -0.23, 0.03], [0.14, 0.05, 0.09], [-0.07, 0.06, 0.16], [-0.05, 0.02, 0.06], [-0.05, -0.02, -0.04], [0.09, 0.03, -0.04], [-0.04, 0.04, 0.08], [0.09, -0.07, 0.04], [-0.03, -0.01, -0.06], [-0.07, 0.03, 0.06], [0.02, 0.05, -0.04], [0.02, -0.03, -0.01], [-0.06, -0.03, 0.05], [-0.04, 0.03, -0.06], [0.18, 0.14, 0.07], [-0.02, 0.03, 0.02], [0.03, -0.04, -0.01], [-0.02, 0.04, -0.08], [0.01, 0.09, -0.04], [-0.06, -0.13, -0.10], [0.17, -0.05, 0.07], [0.04, 0.25, 0.11], [-0.08, -0.16, -0.18], [0.07, 0.04, -0.05], [0.04, 0.05, 0.01], [0.08, 0.01, 0.01], [0.04, 0.00, -0.01], [-0.03, -0.03, -0.01], [-0.03, -0.02, 0.02], [-0.02, 0.09, 0.03], [0.04, -0.02, -0.06], [-0.02, -0.04, -0.02], [-0.03, 0.04, 0.01], [0.03, -0.06, -0.04], [0.21, 0.02, -0.05], [0.00, -0.01, 0.08], [-0.19, -0.25, -0.02], [-0.06, 0.11, 0.18], [-0.05, -0.16, -0.05], [-0.02, -0.06, 0.01], [0.05, 0.03, 0.07], [-0.01, 0.00, 0.02], [0.04, -0.01, -0.04], [-0.07, -0.06, 0.05], [0.01, -0.05, 0.13], [-0.01, 0.03, -0.04], [-0.07, 0.04, -0.01], [-0.01, 0.04, -0.02], [0.07, 0.04, -0.06], [-0.03, 0.05, -0.06], [0.07, 0.09, 0.00], [-0.03, 0.10, -0.06], [0.01, 0.01, -0.01], [-0.02, 0.00, 0.00], [0.01, -0.01, -0.01], [-0.01, -0.01, 0.00], [-0.02, 0.00, 0.00], [0.00, 0.01, 0.00], [0.01, 0.01, 0.00], [-0.01, -0.02, 0.02], [0.01, 0.01, 0.05], [-0.07, -0.12, -0.05], [0.06, 0.04, -0.03], [0.03, -0.01, 0.04], [0.02, -0.01, -0.04], [0.00, -0.01, 0.00], [0.01, 0.01, 0.00], [-0.01, 0.04, 0.04], [0.05, 0.01, -0.01], [-0.04, -0.01, -0.02], [-0.01, -0.01, -0.02], [0.01, 0.00, -0.02], [-0.05, 0.05, -0.02]]
}